1.
The following is a quantum chemistry calculation of C30H50BrCaN3OP2 as an isolated structure at a distorted geometry, from the OMol25 dataset.

Calculated values
* E_HOMO: -0.5149 Ha
* molecular weight: 650.68 g/mol
* total charge: +2
* largest force on an atom: 0.060 Eh/bohr
* E_tot: -145485.9517 eV
* gap between HOMO and LUMO: 8.42 eV

Last column: Mulliken charge in e.
Element x y z (Å)
C -2.25164 0.15081 3.70537  -0.285
C -2.65174 -0.41760 2.48224  0.782
C -3.91203 -0.05624 1.96848  -0.215
C -4.69343 0.87034 2.67470  -0.550
N -4.27385 1.43153 3.81343  -0.512
C -3.09837 1.07089 4.34085  -0.427
C -1.79360 -1.32186 1.76114  0.300
C -1.23220 -2.32032 1.28291  -1.321
C -0.66554 -3.57570 0.89629  1.669
C 0.28995 -3.64195 -0.15705  -0.007
C 0.84279 -4.86436 -0.53589  -1.159
C 0.50949 -5.99938 0.19031  -0.148
C -0.42976 -5.97487 1.22761  -0.536
C -1.02136 -4.76655 1.57556  -0.573
Ca 0.39061 -0.62034 0.14133  1.841
P -0.48789 2.31170 0.30523  0.953
H -4.27509 -0.46719 1.03041  0.532
H -1.28943 -0.09342 4.15101  0.490
H -5.67759 1.16918 2.29769  0.393
H -2.81220 1.53059 5.29306  0.400
H -1.75292 -4.70582 2.38537  0.540
H 0.59778 -2.74206 -0.73998  -0.095
H -0.69765 -6.88631 1.75328  0.483
H 1.53418 -4.91168 -1.37603  0.564
C 0.38942 3.58985 -0.71913  -0.912
C -0.29329 4.93175 -0.98145  -1.476
H 0.57656 3.08476 -1.68195  0.543
H 1.37590 3.76305 -0.26004  0.467
H 0.34711 5.50801 -1.66199  0.458
H -1.27189 4.83085 -1.46495  0.281
H -0.41279 5.53419 -0.07156  0.237
C -2.27171 2.70714 -0.01952  -0.280
C -2.95371 3.82073 0.76889  -1.540
H -2.80489 1.76289 0.16972  0.204
H -2.36744 2.91023 -1.09710  0.523
H -3.99448 3.89836 0.42825  0.444
H -2.99311 3.62258 1.84710  0.265
H -2.49805 4.80545 0.60818  0.265
C -0.23974 2.92100 2.03284  -0.192
C -0.03653 4.41328 2.27663  -1.622
H 0.63469 2.36805 2.41212  0.453
H -1.09906 2.56861 2.61892  0.146
H 0.15017 4.56729 3.34750  0.471
H 0.82335 4.82831 1.73803  0.306
H -0.92281 5.00887 2.02594  0.257
Br 1.39008 -7.63093 -0.23455  -0.111
P -0.76874 -0.58074 -2.57284  0.570
C -1.60053 0.83131 -3.40216  -0.340
C -1.60707 0.81974 -4.92558  -1.393
H -1.07719 1.73266 -3.03897  0.222
H -2.62850 0.89630 -3.01566  0.480
H -2.04904 1.75881 -5.27823  0.442
H -0.59829 0.74859 -5.34403  0.278
H -2.21151 0.00254 -5.33761  0.257
C 0.52992 -1.15936 -3.75130  -0.724
C 0.11995 -2.15193 -4.83161  -1.310
H 1.31157 -1.61880 -3.12084  0.391
H 0.99012 -0.26860 -4.20607  0.533
H 1.02476 -2.45897 -5.37109  0.434
H -0.34127 -3.05707 -4.41968  0.286
H -0.56528 -1.71239 -5.56765  0.225
C -2.02069 -1.93016 -2.47711  -0.197
C -3.07392 -1.96332 -3.57523  -1.454
H -2.51219 -1.80647 -1.49782  0.361
H -1.49337 -2.89410 -2.42986  0.246
H -3.78440 -2.76609 -3.34551  0.436
H -3.64089 -1.02960 -3.63934  0.332
H -2.64527 -2.18316 -4.56014  0.247
C 3.43744 -2.73383 1.00717  -0.619
N 4.18212 -1.59036 1.50571  0.093
C 5.61782 -1.74226 1.73313  -1.008
C 3.54696 -0.41060 1.38982  0.216
O 2.35993 -0.40454 0.90934  -1.189
N 4.11743 0.75476 1.74534  0.174
C 5.24639 0.84852 2.66815  -1.170
C 3.41751 1.99114 1.42846  -1.172
H 4.06308 -3.61705 1.12546  0.415
H 3.18304 -2.61629 -0.05897  0.182
H 2.50552 -2.87395 1.57563  0.166
H 6.20153 -1.02112 1.14112  0.341
H 5.86714 -1.64809 2.80179  0.292
H 5.87897 -2.75533 1.40642  0.373
H 6.21048 0.72111 2.13970  0.290
H 5.22111 1.86180 3.08906  0.457
H 5.16066 0.11912 3.49328  0.373
H 2.78359 1.83788 0.54833  0.173
H 2.79284 2.31899 2.27942  0.513
H 4.17199 2.76720 1.23076  0.471

***

2.
The following is a quantum chemistry calculation of a 2-piece molecular cluster, C6H14N2O2 overall at a distorted geometry, from the OMol25 dataset.

Calculated values
* E_HOMO: -0.3421 Ha
* energy relative to the best compared isomer or geometry (same formula, charge and spin): 24.9 kcal per mole
* molecular weight: 146.19 g/mol
* largest force on an atom: 0.044 Eh/bohr
* E_tot: -13524.5444 eV
* gap between HOMO and LUMO: 9.84 eV

Last column: Mulliken charge in e.
Element x y z (Å)
C 0.07864 1.36655 -1.77355  -1.202
C -2.18383 2.37795 1.08430  -0.820
C -0.21509 1.83437 -0.34557  0.759
O 0.69432 1.89189 0.45838  -0.582
N -1.44352 2.42405 -0.17396  -0.201
H -0.31479 0.35433 -1.88593  0.198
H -1.88860 2.57640 -1.06191  0.190
H -3.08334 1.78528 0.94247  0.290
H -0.43553 1.91464 -2.56632  0.457
H 1.15134 1.40987 -1.87541  0.317
H -1.51214 2.00340 1.84488  0.312
H -2.38948 3.39260 1.40843  0.280
C 1.68325 -0.89433 1.71183  -0.894
C 0.23696 -2.94394 -1.09620  -1.131
C 0.69585 -2.62124 0.30397  0.839
O 0.40278 -3.33804 1.24046  -0.624
N 1.49066 -1.51754 0.41995  -0.204
H 1.53456 -0.89830 -0.37535  0.217
H 1.27441 -1.45468 2.54306  0.385
H 0.01933 -4.00964 -1.14434  0.324
H 2.70680 -0.53951 1.82475  0.312
H 1.11718 0.02782 1.78740  0.210
H -0.61769 -2.34421 -1.41499  0.215
H 0.99793 -2.79774 -1.85634  0.351

***

3.
The following is a quantum chemistry calculation of a single C5H5NS molecule at a distorted geometry, from the OMol25 dataset.

Calculated values
* E_HOMO: -0.3567 Ha
* energy relative to the best compared isomer or geometry (same formula, charge and spin): 48.1 kcal per mole
* molecular weight: 111.17 g/mol
* largest force on an atom: 0.066 Eh/bohr
* E_tot: -17588.7917 eV
* gap between HOMO and LUMO: 9.84 eV

Last column: Mulliken charge in e.
Element x y z (Å)
C 0.86074 -0.90225 -0.26081  0.006
C 0.93093 0.04222 -1.25337  -0.453
C -0.15317 -1.25589 0.72170  -0.110
C -0.51284 2.18029 -0.90464  0.391
C -0.96384 -0.40863 1.32182  -0.657
N -0.27820 3.01916 -0.13113  -0.407
S -0.54693 0.89975 -1.95428  -0.125
H 1.74242 -1.55113 -0.08162  0.295
H 1.88326 0.15822 -1.67448  0.445
H -1.62477 -0.54223 2.19043  0.249
H -1.00987 0.64278 1.02725  0.062
H -0.32772 -2.28229 0.99912  0.305

***

4.
The following is a quantum chemistry calculation of a 2-piece molecular cluster, C32H42NO6 overall at a distorted geometry, from the OMol25 dataset.

Calculated values
* E_HOMO: -0.1407 Ha
* energy relative to the best compared isomer or geometry (same formula, charge and spin): 0.0 kcal per mole
* molecular weight: 536.69 g/mol
* total charge: -1
* largest force on an atom: 0.072 Eh/bohr
* E_tot: -47637.9430 eV
* gap between HOMO and LUMO: 4.99 eV

Last column: Mulliken charge in e.
Element x y z (Å)
C -3.95984 -2.69482 1.63444  -1.337
C -3.26775 -2.54824 0.30444  -0.250
O -1.85698 -2.75185 0.47293  -0.067
C -1.17311 -3.23431 -0.60544  -0.926
C 0.26974 -3.22026 -0.28890  1.963
C 1.22923 -3.95230 -1.11163  0.239
O 0.95898 -4.68280 -2.05406  -0.719
C 2.70823 -3.76767 -0.63773  -0.172
C 3.03117 -2.37894 -0.09588  1.111
C 3.04691 -2.18122 1.43376  -1.309
C 1.78063 -1.52300 2.01579  -0.725
C 0.60905 -2.47980 2.22998  -0.580
C 0.46674 -3.57192 1.17574  -1.641
O -1.73310 -3.65947 -1.60419  -0.712
H -5.02582 -2.51209 1.47410  0.429
H -3.84612 -3.70876 2.03303  0.298
H -3.60112 -1.97948 2.38152  0.284
H -3.65956 -3.26972 -0.41902  0.320
H -3.38798 -1.53065 -0.08606  0.246
H 2.94060 -4.57727 0.08114  0.943
H 3.33534 -3.95674 -1.52151  -0.728
H 4.02512 -2.09841 -0.47594  -0.228
H 2.33360 -1.66812 -0.54642  -0.266
H 3.24404 -3.12949 1.95201  0.438
H 3.89070 -1.51371 1.66500  0.360
H 2.03286 -1.09260 2.99644  0.490
H 1.46075 -0.68744 1.37955  0.225
H 0.76496 -3.00348 3.18730  0.321
H -0.33581 -1.92804 2.32772  0.206
H -0.38161 -4.21084 1.48123  0.627
H 1.35824 -4.20853 1.23958  0.526
C 5.66437 -4.36092 -3.49269  -1.630
C 5.14312 -3.12856 -4.23751  2.179
C 5.65050 -1.87150 -3.53170  -1.822
C 5.72394 -3.16894 -5.65977  -1.842
C 3.59469 -3.16159 -4.27167  -0.652
C 2.79545 -2.29528 -3.57910  -0.517
C 1.36036 -2.33299 -3.68448  -0.479
C 0.49641 -1.75722 -2.71982  -0.438
C -0.74923 -1.18843 -3.19042  0.185
C -1.72174 -2.00165 -3.84670  -0.292
C -2.84817 -1.47290 -4.43438  -0.892
C -3.05001 -0.07812 -4.42357  -0.300
N -4.20984 0.44335 -5.06666  0.951
O -4.40569 1.67955 -5.08263  -0.627
O -4.99147 -0.36940 -5.61484  -0.608
C -2.11634 0.76068 -3.77801  -0.817
C -1.03041 0.20997 -3.12424  -0.525
C 0.87476 -2.99634 -4.86465  -0.414
C 1.53375 -4.05571 -5.41286  -0.643
C 0.82751 -5.10004 -6.30280  2.218
C 1.55669 -5.27679 -7.63709  -1.844
C -0.61760 -4.69181 -6.58535  -1.985
C 0.81358 -6.44388 -5.56336  -1.699
C 2.93740 -4.25583 -5.01999  1.718
O 3.54351 -5.31486 -5.30419  -0.782
H 5.30002 -5.26208 -3.99483  0.277
H 6.76125 -4.36377 -3.48438  0.511
H 5.30596 -4.36912 -2.45805  0.258
H 5.25647 -0.97093 -4.01752  0.359
H 5.35985 -1.86832 -2.47270  0.217
H 6.74764 -1.83945 -3.58054  0.438
H 5.34864 -2.32767 -6.25204  0.368
H 6.81808 -3.10519 -5.60944  0.477
H 5.44677 -4.10320 -6.15675  0.329
H 3.23243 -1.51478 -2.94579  0.575
H 0.91969 -1.33460 -1.81401  0.440
H -1.58961 -3.07737 -3.89198  1.045
H -3.59790 -2.10451 -4.90601  0.490
H -2.28840 1.83699 -3.79865  0.478
H -0.32133 0.85725 -2.59861  0.453
H -0.09602 -2.70580 -5.26286  0.976
H 2.58269 -5.61015 -7.46271  0.325
H 1.03097 -6.02901 -8.23729  0.451
H 1.57485 -4.33281 -8.19259  0.370
H -1.19178 -4.59659 -5.65490  0.346
H -0.65702 -3.74383 -7.13443  0.418
H -1.10844 -5.45741 -7.20117  0.465
H 0.37831 -6.31429 -4.56624  0.308
H 0.22973 -7.18333 -6.12560  0.487
H 1.84037 -6.79732 -5.44812  0.330

***

5.
The following is a quantum chemistry calculation of C18H35AuN3SSi3 as an isolated structure, from the OMol25 dataset.

Calculated values
* E_HOMO (alpha / beta): -0.3797 / -0.4446 Ha
* spin multiplicity: 3
* energy relative to the best compared isomer or geometry (same formula, charge and spin): 1.5 kcal per mole
* molecular weight: 606.79 g/mol
* total charge: +1
* largest force on an atom: 0.008 Eh/bohr
* E_tot: -61860.8518 eV
* gap between HOMO and LUMO (alpha / beta): 8.07 / 6.19 eV

Last column: Mulliken charge in e.
Element x y z (Å)
Au 0.05516 0.00192 0.30673  0.943
C -4.21220 0.59352 -5.08792  -1.048
Si -4.32257 1.16020 -3.31306  0.206
C -6.09560 1.33882 -2.75862  -1.067
C -3.43318 2.78479 -3.11156  -1.002
C -3.63411 -0.31271 -2.29254  0.471
C -4.32847 -1.51582 -2.45303  -0.548
C -3.92908 -2.66091 -1.79701  -0.738
C -2.81521 -2.59533 -0.94891  -0.408
N -2.13205 -1.48837 -0.76142  -0.259
C -2.51755 -0.37757 -1.42738  0.596
S -1.48022 0.97965 -1.21078  -0.348
H -4.65018 1.35130 -5.74288  0.353
H -4.74881 -0.34176 -5.26048  0.357
H -3.17355 0.44858 -5.39441  0.328
H -6.58264 2.11735 -3.35188  0.340
H -6.16016 1.63147 -1.70838  0.344
H -6.66984 0.41919 -2.88799  0.346
H -3.94888 3.52149 -3.73430  0.347
H -2.39516 2.74161 -3.44631  0.265
H -3.45107 3.15343 -2.08442  0.347
H -5.19202 -1.55159 -3.10776  0.320
H -4.45479 -3.59735 -1.92427  0.412
H -2.47681 -3.47472 -0.41326  0.419
C 4.20483 2.45768 -1.01732  -1.044
Si 2.36274 2.15157 -0.89032  0.017
C 1.69587 3.13446 0.56582  -0.949
C 1.53962 2.71843 -2.47266  -0.476
C 2.10670 0.31585 -0.58486  -0.339
Si 2.19404 -1.02416 -1.90230  -0.064
C 3.93058 -0.97277 -2.61055  -1.026
C 0.98271 -0.80331 -3.31278  -0.673
C 1.87712 -2.68619 -1.08963  -0.953
H 4.41446 3.52916 -1.07551  0.358
H 4.62577 1.98439 -1.90702  0.299
H 4.73542 2.06284 -0.14679  0.305
H 1.85300 4.20326 0.39215  0.388
H 2.21656 2.88058 1.49420  0.249
H 0.62598 2.97516 0.72851  0.278
H 1.67390 3.79568 -2.59960  0.389
H 0.46633 2.51788 -2.50030  -0.125
H 1.99677 2.23132 -3.33810  0.279
H 2.73574 -0.00422 0.25750  0.535
H 4.07261 -0.04852 -3.17771  0.281
H 4.11382 -1.80932 -3.28870  0.354
H 4.68861 -1.00849 -1.82464  0.331
H 1.14740 0.12989 -3.85572  0.261
H -0.05948 -0.83448 -2.98661  0.066
H 1.12555 -1.62710 -4.01801  0.417
H 2.57506 -2.87306 -0.26924  0.315
H 1.99570 -3.49370 -1.81793  0.346
H 0.85968 -2.74254 -0.68962  0.217
N 1.60280 -0.57276 4.24832  -0.040
C 0.48668 -1.35665 4.41472  -0.377
C -0.15848 -1.33389 3.21982  -0.530
N 0.55963 -0.55291 2.33961  -0.123
C 1.61647 -0.10888 2.98815  -0.365
H 2.29844 -0.37747 4.94888  0.205
H 0.25452 -1.84474 5.34435  0.398
H -1.07487 -1.81674 2.92877  0.420
H 2.37934 0.53379 2.58257  0.404

***

6.
The following is a quantum chemistry calculation of C6H6N2 as an isolated structure at a distorted geometry, from the OMol25 dataset.

Calculated values
* E_HOMO (alpha / beta): -0.3115 / -0.2650 Ha
* energy relative to the best compared isomer or geometry (same formula, charge and spin): 115.3 kcal per mole
* molecular weight: 106.13 g/mol
* largest force on an atom: 0.122 Eh/bohr
* E_tot: -9293.7460 eV
* gap between HOMO and LUMO (alpha / beta): 8.26 / 7.32 eV

Last column: Mulliken charge in e.
Element x y z (Å)
C 1.63451 -1.06332 0.03688  -0.595
C -1.64050 -1.01621 0.07597  -0.614
C 2.32416 0.10015 0.23851  -0.222
C 0.29903 -0.71134 -0.01611  0.327
C 0.17920 0.67994 0.07652  0.093
C -2.02225 0.42071 0.13416  -0.053
N -0.88201 1.39568 0.03234  -0.689
N 1.52103 1.13790 -0.00767  -0.085
H 2.06745 -2.16518 0.18964  0.245
H -1.89828 -1.87998 -0.52507  0.334
H 3.36854 0.38028 0.40086  0.381
H -2.59616 0.64151 -0.75889  0.332
H -2.34148 0.52612 1.19631  0.263
H 1.73894 2.12419 0.20151  0.282